# 1
The following is a DFT calculation (ωB97M-V with the def2-TZVPD basis set) of one molecule with the formula C2H5N3OS at a distorted geometry.

```
12
C2H5N3OS | the Open Molecules 2025 dataset | ωB97M-V with the def2-TZVPD basis set
H 1.8839 1.5859 1.2069
N 1.3335 0.9813 0.5839
C 0.3541 1.6172 0.0643
N -0.4907 1.0390 -0.8472
S -0.2234 -0.3922 -1.7257
C -0.4905 -1.7588 -0.5663
N -0.3443 -1.4596 0.7550
O -0.7676 -2.8357 -1.0386
H 0.1110 2.6659 0.2463
H -1.3443 1.5145 -1.0066
H -0.3522 -2.2772 1.3609
H 0.3306 -0.6804 0.9674
```

For the HOMO energy, the calculation gives -9.347 eV. The calculation puts the largest force on an atom at 1.29 eV/A. As for the structure (SMILES): [H]/N=C/NSC(N)=O. As for the total energy: -19508.225 eV. The HOMO-LUMO gap is 0.3630 Ha. Its lowest unoccupied orbital energy is 0.53 eV.

Löwdin population analysis, charges in e, atoms 1 to 6: atom 1 (H): 0.060, atom 2 (N): 0.051, atom 3 (C): -0.368, atom 4 (N): -0.354, atom 5 (S): 0.995, atom 6 (C): -0.835

# 2
The following is a DFT calculation (ωB97M-V with the def2-TZVPD basis set) of C48H59BMoN6O4SSi as an isolated structure.

```
121
C48H59BMoN6O4SSi | the Open Molecules 2025 dataset | ωB97M-V with the def2-TZVPD basis set
Mo 0.1525 -0.2781 -0.2621
C -0.3428 0.9226 2.6164
C 1.1540 0.8004 2.7271
N 1.6238 -0.0036 1.5857
C 2.9941 0.3609 1.1640
C 3.0260 0.9941 -0.1906
C 4.1999 1.5514 -0.6747
C 4.1637 2.2754 -1.8511
C 2.9446 2.4626 -2.4843
C 1.8310 1.8417 -1.9591
C 0.4553 1.9614 -2.5194
N -0.4943 1.6270 -1.4404
C -0.8272 2.7939 -0.5950
C -0.3126 2.5956 0.8150
N -0.6633 1.2293 1.2137
N 1.8753 1.0763 -0.8630
H -0.7360 1.6918 3.2883
H -0.8399 -0.0145 2.8721
H 1.4453 0.3574 3.6826
H 1.6186 1.7847 2.6767
H 1.6623 -0.9829 1.8558
H 3.6404 -0.5139 1.1676
H 3.4228 1.0667 1.8801
H 5.1187 1.4244 -0.1179
H 5.0666 2.7146 -2.2536
H 2.8537 3.0622 -3.3797
H 0.3177 1.2848 -3.3626
H 0.2815 2.9745 -2.8896
H -1.3518 1.3364 -1.8981
H -1.9132 2.9137 -0.5980
H -0.4054 3.7082 -1.0144
H -0.7573 3.3265 1.4996
H 0.7696 2.7155 0.8415
H -1.6734 1.1561 1.1589
C -4.4281 3.0478 -3.6068
C -3.4789 2.1197 -4.0026
C -3.0203 1.1686 -3.1022
C -3.4731 1.1139 -1.7766
C -4.4488 2.0542 -1.4120
C -4.9200 3.0013 -2.3103
Si -2.8558 -0.2221 -0.5585
C -3.6319 0.2952 1.1338
C -3.4741 1.5700 1.7093
C -4.0496 1.9228 2.9199
C -4.8230 1.0019 3.6139
C -5.0271 -0.2519 3.0624
C -4.4452 -0.5935 1.8474
C -3.5746 -1.8764 -1.0650
C -3.7783 -2.1314 -2.4268
C -4.2473 -3.3612 -2.8707
C -4.5534 -4.3644 -1.9649
C -4.3959 -4.1267 -0.6056
C -3.8986 -2.9105 -0.1729
H -4.7973 3.7868 -4.3062
H -3.0945 2.1132 -5.0150
H -2.2930 0.4584 -3.4637
H -4.8912 2.0315 -0.4279
H -5.6861 3.6984 -1.9947
H -2.9262 2.3487 1.1853
H -3.9084 2.9235 3.3090
H -5.2746 1.2669 4.5608
H -5.6539 -0.9745 3.5689
H -4.6748 -1.5674 1.4355
H -3.5620 -1.3770 -3.1685
H -4.3619 -3.5326 -3.9335
H -4.8800 -5.3409 -2.2980
H -4.6064 -4.9231 0.0990
H -3.7368 -2.8019 0.8926
C 1.7792 -3.6166 2.2117
C 3.2013 -3.1198 2.0875
C 3.5561 -2.1883 3.2540
C 3.6543 -2.6178 0.7066
C 5.0450 -2.6936 0.5882
C 5.7170 -2.4279 -0.5829
C 4.9428 -2.2232 -1.7074
C 3.5532 -2.1590 -1.6697
C 2.9085 -2.1528 -3.0490
C 1.7273 -3.1093 -3.1617
C 2.6531 -0.7441 -3.5676
C 2.8807 -2.1803 -0.4127
O 1.5875 -1.7874 -0.2797
H 1.6672 -4.2082 3.1220
H 1.4803 -4.2258 1.3626
H 1.0781 -2.7858 2.2951
H 3.8236 -4.0077 2.2269
H 2.8813 -1.3303 3.3313
H 4.5730 -1.8030 3.1713
H 3.4766 -2.7309 4.1977
H 5.6093 -3.0030 1.4616
H 6.7960 -2.4777 -0.6389
H 5.4206 -2.1496 -2.6780
H 3.6814 -2.5654 -3.7030
H 0.9608 -2.8872 -2.4290
H 2.0596 -4.1337 -2.9852
H 1.2835 -3.0585 -4.1570
H 1.9091 -0.2390 -2.9650
H 2.2904 -0.7665 -4.5946
H 3.5777 -0.1613 -3.5348
B -0.8374 -1.3129 -4.8822
C -0.5592 -1.0813 -3.3459
N -0.3571 -0.8364 -2.2328
H -1.0612 -2.4835 -5.0560
H 0.1377 -0.9208 -5.4809
H -1.7969 -0.6223 -5.1606
N -0.8438 -1.9481 0.9498
C -0.9423 -3.3555 0.5357
C -0.8320 -3.7059 -0.7886
C -1.1080 -5.0125 -1.1737
C -1.5210 -5.9399 -0.2357
C -1.5774 -5.5909 1.1115
C -1.2853 -4.2981 1.4986
S -2.1809 -7.5362 -0.7397
O -3.5197 -7.4850 -0.1609
O -2.1551 -7.4843 -2.1908
O -1.2966 -8.5086 -0.1288
H -0.4020 -1.9581 1.8669
H -1.7954 -1.6477 1.1605
H -0.6093 -2.9504 -1.5243
H -1.0842 -5.3036 -2.2159
H -1.8960 -6.3310 1.8343
H -1.3639 -4.0087 2.5437
```

For the HOMO energy, the calculation gives -7.223 eV. The calculation puts the largest force on an atom at 0.96 eV/A. As for the total energy: -89108.836 eV. The HOMO-LUMO gap is 0.2287 Ha. Its lowest unoccupied orbital energy is -1.00 eV.

Löwdin population analysis, charges in e, atoms 1 to 6: atom 1 (Mo): 1.543, atom 2 (C): -0.170, atom 3 (C): -0.169, atom 4 (N): -0.108, atom 5 (C): -0.116, atom 6 (C): -0.221

# 3
The following is a DFT calculation (ωB97M-V with the def2-TZVPD basis set) of C42H67AsMnO3P2Si as an isolated structure.

```
117
C42H67AsMnO3P2Si | the Open Molecules 2025 dataset | ωB97M-V with the def2-TZVPD basis set
Mn -0.4069 0.4577 0.2590
C 2.9796 -1.0540 0.7891
Si 1.5318 -0.8162 -0.3820
C 2.2285 0.0333 -1.9294
C 3.1384 -0.6268 -2.7598
C 3.6972 0.0052 -3.8577
C 3.3742 1.3286 -4.1338
C 2.4804 2.0053 -3.3218
C 1.8897 1.3575 -2.2325
P 0.6921 2.1441 -1.1104
C 1.6284 3.3688 -0.1142
C 2.5658 2.6334 0.8536
C 3.2727 3.6187 1.7826
C 4.0156 4.6954 0.9977
C 3.0798 5.4155 0.0320
C 2.3979 4.4244 -0.9101
C -0.6305 3.0636 -2.0397
C -1.2261 4.1764 -1.1638
C -2.4933 4.7378 -1.8049
C -2.2187 5.2451 -3.2168
C -1.5995 4.1509 -4.0798
C -0.3294 3.5845 -3.4468
C 0.8704 -2.5307 -0.8224
C 1.7461 -3.6195 -0.7841
C 1.3008 -4.9183 -0.9732
C -0.0470 -5.1558 -1.1953
C -0.9313 -4.0907 -1.2509
C -0.4867 -2.7804 -1.0763
P -1.6219 -1.3536 -1.1831
C -3.2283 -1.8356 -0.3871
C -4.2569 -2.6360 -1.1959
C -5.4961 -2.9502 -0.3568
C -6.1484 -1.6834 0.1820
C -5.1386 -0.8640 0.9759
C -3.8961 -0.5573 0.1454
C -1.9200 -1.1242 -2.9955
C -2.1067 -2.4021 -3.8238
C -2.3978 -2.0640 -5.2858
C -1.2805 -1.2245 -5.8954
C -1.0333 0.0312 -5.0671
C -0.7697 -0.3156 -3.6045
H 3.8401 -1.4637 0.2532
H 2.7204 -1.7389 1.5982
H 3.2911 -0.1071 1.2324
H 3.4076 -1.6573 -2.5512
H 4.3919 -0.5266 -4.4954
H 3.8216 1.8326 -4.9807
H 2.2483 3.0374 -3.5423
H 0.8627 3.8716 0.4900
H 3.3122 2.0767 0.2745
H 2.0048 1.8967 1.4396
H 3.9582 3.0807 2.4404
H 2.5274 4.0956 2.4306
H 4.8283 4.2296 0.4299
H 4.4800 5.4094 1.6799
H 3.6258 6.1630 -0.5458
H 2.3138 5.9563 0.6005
H 3.1625 3.9212 -1.5103
H 1.7396 4.9492 -1.6076
H -1.4202 2.3082 -2.1455
H -0.4934 4.9831 -1.0522
H -1.4460 3.7863 -0.1670
H -2.9020 5.5391 -1.1850
H -3.2527 3.9481 -1.8411
H -1.5299 6.0957 -3.1642
H -3.1375 5.6156 -3.6741
H -1.3773 4.5300 -5.0789
H -2.3226 3.3367 -4.2077
H 0.4327 4.3698 -3.3995
H 0.0713 2.7858 -4.0730
H 2.7980 -3.4577 -0.5761
H 2.0004 -5.7434 -0.9336
H -0.4099 -6.1667 -1.3282
H -1.9763 -4.2941 -1.4328
H -2.9087 -2.4379 0.4742
H -3.8417 -3.5688 -1.5725
H -4.5583 -2.0491 -2.0708
H -5.2042 -3.5930 0.4814
H -6.2064 -3.5226 -0.9560
H -7.0145 -1.9306 0.7980
H -6.5186 -1.0827 -0.6563
H -4.8398 -1.4287 1.8680
H -5.5908 0.0671 1.3280
H -3.1814 0.0251 0.7267
H -4.1783 0.0763 -0.7068
H -2.8387 -0.5220 -3.0522
H -2.8993 -3.0321 -3.4256
H -1.1823 -2.9857 -3.7677
H -3.3441 -1.5143 -5.3483
H -2.5350 -2.9858 -5.8542
H -1.5191 -0.9609 -6.9273
H -0.3609 -1.8191 -5.9262
H -1.9104 0.6870 -5.1283
H -0.1880 0.5959 -5.4686
H -0.5935 0.5929 -3.0293
H 0.1526 -0.9051 -3.5316
C -2.6362 0.7566 3.7978
As -1.9767 2.1869 2.7133
C -0.4364 2.9697 3.5266
C -3.3513 3.5138 2.6212
O -1.6758 1.7168 1.1308
H -3.1134 1.1798 4.6810
H -1.8057 0.1136 4.0766
H -3.3693 0.1965 3.2180
H -0.6869 3.3088 4.5313
H -0.1202 3.8192 2.9225
H 0.3413 2.2103 3.5593
H -3.5906 3.8755 3.6202
H -4.2341 3.0678 2.1666
H -3.0057 4.3389 2.0011
C 0.1690 -2.5309 3.3751
O -0.1321 -1.9769 2.0829
C 0.0486 -0.6520 1.9315
O 0.3599 0.0406 2.8950
H 0.1732 -3.6081 3.2390
H -0.5954 -2.2499 4.0994
H 1.1367 -2.1806 3.7282
```

For the HOMO energy (alpha / beta), the calculation gives -10.171 / -10.198 eV. As for the expectation value of S²: 6.17. Its spin multiplicity is 5. The calculation puts the largest force on an atom at 0.29 eV/A. As for the total energy: -169396.740 eV. As for the total charge: +1. The HOMO-LUMO gap (alpha / beta) is 0.3098 / 0.3047 Ha. Its lowest unoccupied orbital energy (alpha / beta) is -1.74 / -1.91 eV.

Löwdin population analysis, charges in e, atoms 1 to 6: atom 1 (Mn): 0.444, atom 2 (C): -0.167, atom 3 (Si): 0.621, atom 4 (C): -0.293, atom 5 (C): -0.080, atom 6 (C): -0.060

# 4
The following is a DFT calculation (ωB97M-V with the def2-TZVPD basis set) of an isolated ion of composition C21H22N3O4 and charge +1 at a distorted geometry.

```
50
C21H22N3O4 | the Open Molecules 2025 dataset | ωB97M-V with the def2-TZVPD basis set
N 6.4683 4.9569 0.1773
C 5.8499 3.9938 0.1389
C 5.0781 2.8085 0.0896
C 3.7925 2.7898 0.6333
C 3.0436 1.6359 0.5795
C 3.5630 0.4842 -0.0135
O 2.7220 -0.6022 -0.0198
C 3.2076 -1.8267 -0.5378
C 2.2087 -2.9356 -0.2288
O 2.5364 -3.9466 0.3417
N 0.9203 -2.7550 -0.6540
C 0.3374 -1.5535 -1.1917
C -0.5077 -0.8774 -0.1092
N -1.5559 -1.8102 0.3725
C -2.4580 -1.1625 1.3766
C -3.2689 -0.0724 0.7323
C -4.3280 -0.4119 -0.0986
C -5.1048 0.5554 -0.7312
C -4.7808 1.8709 -0.4964
C -3.7100 2.2219 0.3410
C -2.9371 1.2708 0.9588
O -3.6055 3.5703 0.3964
C -4.6595 4.0823 -0.4012
O -5.3627 2.9932 -0.9711
C -0.9412 -3.0635 0.8768
C -0.0819 -3.7002 -0.2159
C 4.8406 0.5013 -0.5589
C 5.5940 1.6596 -0.5041
H 3.3923 3.6797 1.0945
H 2.0496 1.6045 0.9980
H 4.1494 -2.1135 -0.0574
H 3.3643 -1.7651 -1.6247
H -0.2875 -1.8167 -2.0542
H 1.1061 -0.8598 -1.5231
H 0.1382 -0.6155 0.7317
H -0.9873 0.0250 -0.4917
H -2.1427 -2.0487 -0.4377
H -1.8413 -0.7679 2.1850
H -3.1152 -1.9359 1.7804
H -4.5835 -1.4512 -0.2465
H -5.9317 0.2901 -1.3664
H -2.1291 1.5561 1.6112
H -5.3415 4.6773 0.2238
H -4.2454 4.7144 -1.1995
H -0.3172 -2.8162 1.7382
H -1.7265 -3.7514 1.1935
H -0.6971 -4.0068 -1.0681
H 0.4360 -4.5764 0.1822
H 5.2621 -0.3735 -1.0270
H 6.5877 1.6746 -0.9248
```

For the HOMO energy, the calculation gives -11.435 eV. The calculation puts the largest force on an atom at 1.34 eV/A. As for the structure (SMILES): N#Cc1ccc(OCC(=O)N2CC[NH+](Cc3ccc4c(c3)OCO4)CC2)cc1. As for the total energy: -34787.291 eV. As for the total charge: +1. The HOMO-LUMO gap is 0.3224 Ha. Its lowest unoccupied orbital energy is -2.66 eV.

Löwdin population analysis, charges in e, atoms 1 to 6: atom 1 (N): 0.177, atom 2 (C): -0.189, atom 3 (C): -0.231, atom 4 (C): -0.009, atom 5 (C): 0.004, atom 6 (C): -0.244

# 5
The following is a DFT calculation (ωB97M-V with the def2-TZVPD basis set) of a 2-piece molecular cluster, C3H8O2 overall at a distorted geometry.

```
13
C3H8O2 | the Open Molecules 2025 dataset | ωB97M-V with the def2-TZVPD basis set
C -2.8750 -0.3782 -1.5672
O -2.0111 0.5726 -0.9724
H -3.3410 -1.0541 -0.8099
H -3.5584 0.3004 -2.1402
H -2.3752 -0.9840 -2.3370
H -1.3996 0.1027 -0.3935
O 0.3623 -0.1013 0.6312
C 1.5523 -0.2112 1.0178
C 2.6927 0.6465 1.3760
H 1.9174 -1.2977 0.6649
H 3.7005 0.3491 0.8208
H 2.7987 0.3844 2.4219
H 2.5364 1.6708 1.2876
```

For the HOMO energy (alpha / beta), the calculation gives 0.671 / -3.008 eV. As for the expectation value of S²: 0.75. Its spin multiplicity is 2. The calculation puts the largest force on an atom at 5.25 eV/A. As for the total energy: -7333.031 eV. As for the total charge: -1. The HOMO-LUMO gap (alpha / beta) is 0.1199 / 0.2538 Ha. Its lowest unoccupied orbital energy (alpha / beta) is 3.93 / 3.90 eV.

Löwdin population analysis, charges in e, atoms 1 to 6: atom 1 (C): -0.204, atom 2 (O): -0.153, atom 3 (H): 0.078, atom 4 (H): 0.076, atom 5 (H): 0.059, atom 6 (H): 0.018

# 6
The following is a DFT calculation (ωB97M-V with the def2-TZVPD basis set) of an isolated ion of composition C10H19N2O and charge +1 at a distorted geometry.

```
32
C10H19N2O | the Open Molecules 2025 dataset | ωB97M-V with the def2-TZVPD basis set
C 3.5577 -0.7898 0.7655
C 2.3880 -0.0011 0.0566
C 2.2049 -0.7047 -1.3469
C 1.0962 -0.1119 0.9430
N 0.1677 1.0175 0.7530
C 0.1423 2.2092 1.5263
C -0.8670 3.0088 1.0503
N -1.4812 2.3381 -0.0272
C -0.8152 1.1856 -0.1277
C -1.2051 0.1244 -1.1668
C -1.8454 -1.0924 -0.3590
C -3.3766 -1.1874 -0.6599
O -3.9173 -2.1999 0.2013
H 4.5085 -0.6032 0.2351
H 3.3136 -1.8662 0.6182
H 3.5876 -0.5238 1.8381
H 2.6530 1.0725 -0.0606
H 3.1341 -1.2086 -1.6739
H 1.9376 0.0261 -2.1372
H 1.3736 -1.4331 -1.2549
H 0.6144 -1.0999 0.8373
H 1.4395 -0.0335 1.9977
H 0.7775 2.4601 2.3805
H -1.2057 3.9839 1.4086
H -2.2653 2.6126 -0.6060
H -1.9260 0.5174 -1.9124
H -0.3274 -0.2430 -1.7240
H -1.7732 -0.8954 0.7364
H -1.2984 -2.0373 -0.5407
H -3.4927 -1.4621 -1.7307
H -3.8990 -0.2394 -0.4081
H -3.2005 -2.8234 0.3883
```

For the HOMO energy, the calculation gives -13.385 eV. The calculation puts the largest force on an atom at 4.01 eV/A. As for the structure (SMILES): CC(C)Cn1cc[nH+]c1CCCO. As for the total energy: -15699.331 eV. As for the total charge: +1. The HOMO-LUMO gap is 0.3957 Ha. Its lowest unoccupied orbital energy is -2.62 eV.

Löwdin population analysis, charges in e, atoms 1 to 6: atom 1 (C): -0.069, atom 2 (C): -0.355, atom 3 (C): -0.074, atom 4 (C): -0.087, atom 5 (N): 0.019, atom 6 (C): 0.012